Version i
DFT (ωB97M-V/def2-TZVPD) results for a molecular structure, C6H8O2.

Last column: Mulliken charge in e.
Atoms and positions in Å:
C -0.73046 -0.60576 -0.08395  0.04
C 0.25362 -0.53658 0.92605  -0.18
C 1.29324 -0.77916 -0.13635  -0.57
C 0.20112 0.09883 -1.09398  -0.39
C 0.32127 1.37397 -0.48534  0.48
C -0.01357 0.99521 1.00812  -0.81
H -2.82905 -0.94886 -0.64860  0.41
H -0.98525 -1.82771 -0.24413  0.26
H 0.29954 -1.08119 1.86865  0.45
H 2.28486 -0.21558 -0.29150  0.28
H 1.69798 -1.84029 -0.62545  0.27
H 0.26932 0.35507 -2.22827  0.34
H 0.56283 1.61958 1.72912  0.39
H -1.32426 1.00752 1.22412  0.27
O -2.10847 -0.05266 -0.03648  -0.61
O 0.80729 2.43762 -0.88202  -0.62

Summary:
molecular weight: 112.128 g mol⁻¹
LUMO level: 0.0 eV
net charge: 0
HOMO: -9.326 eV
orbital gap: 9.316 eV

=====

Version ii
DFT (ωB97M-V/def2-TZVPD) results for a single C6H8O2 molecule.

Last column: Mulliken charge in e.
Atoms and positions in Å:
C 0.08260 1.84308 0.23928  -0.29
O 1.25439 1.49076 0.69232  -0.34
C 1.60452 0.07057 0.79411  -0.55
C 0.35055 -0.47586 0.33069  0.21
C -0.48208 0.47670 -0.01686  0.25
C -1.51368 -0.10146 -1.03760  -0.41
O -1.09627 -1.53221 -1.08461  -0.38
C -0.03013 -1.86203 -0.17805  -0.26
H -0.01034 2.44884 -0.73363  0.20
H -0.56544 2.56375 1.08742  0.19
H 1.60078 -0.01543 2.06414  0.18
H 2.53089 -0.40332 0.46629  0.34
H -1.49323 0.37861 -2.01216  0.24
H -2.71037 -0.15444 -0.76137  0.17
H 0.99544 -2.33060 -0.58352  0.24
H -0.51764 -2.39694 0.73356  0.21

Summary:
molecular weight: 112.128 g mol⁻¹
LUMO level: 0.8 eV
net charge: 0
HOMO: -8.846 eV
orbital gap: 9.653 eV
structure (SMILES): C1OCC2=C1COC2

=====

Version iii
DFT (ωB97M-V/def2-TZVPD) results for a single C6H8O2 molecule.

Last column: Mulliken charge in e.
Atoms and positions in Å:
C -2.57925 -0.11363 -0.09709  -0.85
C -1.33461 -0.18587 -0.59045  -0.34
C -0.12149 -0.21712 0.21529  1.27
O -0.22499 -0.52148 1.54504  -0.55
C 0.66660 1.09394 0.13765  -0.50
C 1.97606 1.30896 0.00416  -0.66
C 1.06604 -1.12197 -0.55263  -0.24
O 1.66808 -1.93967 0.06873  -0.47
H -2.86222 -0.22723 0.99055  0.24
H -3.36626 -0.14215 -0.75312  0.35
H -1.05514 -0.18333 -1.68678  0.17
H 0.02812 -1.42712 1.71271  0.35
H 0.07263 1.82120 0.67795  0.31
H 2.59348 0.39811 -0.18940  0.30
H 2.35235 2.31346 0.22043  0.27
H 1.12061 -0.85610 -1.70301  0.36

Summary:
molecular weight: 112.128 g mol⁻¹
LUMO level: 0.8 eV
net charge: 0
HOMO: -9.293 eV
orbital gap: 10.105 eV
structure (SMILES): C=CC(O)(C=C)C=O

=====

Version iv
DFT (ωB97M-V/def2-TZVPD) results for a single C6H8O2 molecule.

Last column: Mulliken charge in e.
Atoms and positions in Å:
C 0.96625 -0.64071 0.83866  -0.50
C 1.44703 0.28845 -0.30808  0.01
O 0.92041 1.54985 0.26020  -0.53
C -0.47139 1.12507 0.18409  -0.52
C -0.45886 -0.31079 0.68543  -0.30
C -1.16602 -0.77765 -0.53811  -0.45
C -0.69137 0.52217 -1.20270  -0.40
O 0.75859 0.05983 -1.40921  -0.46
H 1.08219 -0.29505 2.00316  0.31
H 1.16641 -1.79562 0.67182  0.28
H 2.55900 0.46364 -0.24363  0.41
H -1.04490 1.82477 0.63676  0.65
H -0.91957 -0.57645 1.68648  0.40
H -0.86146 -1.83677 -1.00393  0.26
H -2.24986 -0.48131 -0.18333  0.27
H -1.03646 0.88058 -2.07760  0.58

Summary:
molecular weight: 112.128 g mol⁻¹
LUMO level: 0.9 eV
net charge: 0
HOMO: -9.559 eV
orbital gap: 10.498 eV
structure (SMILES): C1[C@@H]2O[C@@H]3[C@H]1C[C@@H]3O2

=====

Winner for stability: version iii

=====

Version i
DFT (ωB97M-V/def2-TZVPD) results for 2 unconnected molecules or ions with the total composition C6H8O2.

Last column: Mulliken charge in e.
Atoms and positions in Å:
C -1.10776 -0.12188 0.26300  -0.38
C -0.13721 1.02087 -0.53245  -0.53
C 1.28853 0.92341 -0.49341  0.05
C 1.90729 -0.00534 0.12261  -0.46
C 0.95495 -0.87222 0.90553  -0.13
C -0.25141 -1.25195 0.33782  0.17
H -3.11688 -0.49661 0.04705  0.38
H -1.61741 0.34442 1.17457  0.52
H -0.39738 1.89234 0.08623  0.29
H -0.57782 0.97430 -1.69249  0.30
H 1.50710 1.87117 -1.25366  0.22
H 3.08321 0.23516 -0.14578  0.22
H 0.47808 -0.49582 1.82639  0.25
H -0.29777 -1.38801 -0.84774  0.17
O -2.16758 -0.34316 -0.84391  -0.60
O 0.45206 -2.28667 1.04625  -0.46

Summary:
molecular weight: 112.128 g mol⁻¹
LUMO level: 0.3 eV
net charge: 0
HOMO: -9.646 eV
orbital gap: 9.948 eV

=====

Version ii
DFT (ωB97M-V/def2-TZVPD) results for a molecular structure, C6H8O2.

Last column: Mulliken charge in e.
Atoms and positions in Å:
C -2.13112 0.11954 -0.23970  -1.16
C -0.68944 -0.28949 -0.07435  0.40
C -0.03003 -0.40036 1.09909  -1.13
C 1.33688 -0.59487 0.68628  0.29
C 0.44244 -0.44872 -1.01082  0.04
C 1.52694 0.44906 -0.42227  -0.37
H -2.76930 -0.83023 -0.49786  0.28
H -2.28076 0.91911 -1.06811  0.27
H -2.51346 0.46224 0.82611  0.27
H -0.43559 -0.30239 2.12683  0.33
H 2.17664 -0.81632 1.44958  0.38
H 0.23498 -0.61598 -2.03444  0.61
H 2.40442 0.51520 -1.08147  0.44
H 0.39632 1.58450 0.68374  0.46
O 1.18822 -1.51424 -0.38991  -0.46
O 1.14284 1.76294 -0.05269  -0.64

Summary:
molecular weight: 112.128 g mol⁻¹
LUMO level: 0.8 eV
net charge: 0
HOMO: -9.346 eV
orbital gap: 10.160 eV

=====

Version iii
DFT (ωB97M-V/def2-TZVPD) results for a molecular structure, C6H8O2.

Last column: Mulliken charge in e.
Atoms and positions in Å:
C -2.18619 -0.16354 0.13296  -1.17
C -0.59427 -0.19471 -0.12056  1.03
C 1.34152 -1.29197 -0.20297  -0.68
C 1.25488 0.00938 0.63874  0.27
C 1.14402 1.25611 -0.25548  -0.55
C -0.00629 1.06928 -0.74811  -0.52
H -2.71564 -0.97162 0.90392  0.27
H -2.37561 -0.43740 -0.92975  0.35
H -2.44254 0.93127 0.46131  0.28
H 1.51845 -1.89013 0.78836  0.23
H 1.96594 -1.32305 -0.94474  0.53
H 2.02072 0.28941 1.55912  0.31
H 1.80300 2.25623 -0.40964  0.27
H -0.69738 1.93859 -1.24518  0.23
O 0.07580 -1.44671 -0.74060  -0.45
O -0.10641 -0.03113 1.11264  -0.38

Summary:
molecular weight: 112.128 g mol⁻¹
LUMO level: 1.0 eV
net charge: 0
HOMO: -9.676 eV
orbital gap: 10.650 eV

=====

Winner for stability: version ii

=====

Version i
DFT (ωB97M-V/def2-TZVPD) results for 2 unconnected molecules or ions with the total composition C6H8O2.

Last column: Mulliken charge in e.
Atoms and positions in Å:
C 2.65276 0.94045 1.21177  -0.67
C 1.65256 0.40724 0.58142  0.17
C 1.05609 -0.29248 -0.38307  -0.19
O 0.76956 0.29013 -1.60306  -0.46
H 2.55275 1.48204 2.14111  0.23
H 3.65489 0.98444 0.80651  0.26
H 1.14144 -1.37398 -0.30804  0.33
H 0.08186 -0.23232 -2.03973  0.37
C -1.32041 -2.00801 -1.36837  -0.35
C -1.51475 -1.16462 -0.51436  0.01
O -2.28325 -0.52163 0.35158  -0.36
C -1.96359 0.81817 0.70552  -0.50
H -0.90969 -2.75491 -1.98659  0.43
H -1.81603 1.40843 -0.20791  0.31
H -2.73763 1.22657 1.35211  0.25
H -1.01656 0.79048 1.26110  0.19

Summary:
molecular weight: 112.128 g mol⁻¹
LUMO level: 0.8 eV
net charge: 0
HOMO: -8.762 eV
orbital gap: 9.576 eV
structure (SMILES): C=C=CO.C#COC

=====

Version ii
DFT (ωB97M-V/def2-TZVPD) results for a single C6H8O2 molecule.

Last column: Mulliken charge in e.
Atoms and positions in Å:
C 0.49490 -1.00567 1.34589  -0.43
O 0.53433 -1.87602 0.22820  -0.43
C -0.40357 -1.25247 -0.72109  -0.31
C -0.38632 0.29214 -1.39827  -0.23
O 0.41255 1.48322 -1.22157  -0.44
C 0.49443 1.79439 0.16693  -0.39
C 0.31968 0.25484 0.61746  -0.21
C -0.94061 -0.08033 -0.12783  -0.38
H 1.48316 -1.16388 1.78359  0.31
H -0.27517 -1.27802 2.07338  0.24
H -0.87007 -1.99464 -1.34543  0.40
H -0.93585 0.44639 -2.31790  0.39
H -0.44802 2.23194 0.49646  0.28
H 1.48181 2.23314 0.30096  0.32
H 1.03352 -0.16105 -0.06448  0.47
H -1.99475 0.07603 0.18369  0.41

Summary:
molecular weight: 112.128 g mol⁻¹
LUMO level: 0.9 eV
net charge: 0
HOMO: -8.646 eV
orbital gap: 9.588 eV
structure (SMILES): C1O[C@@H]2[C@@H]3OC[C@@H]1[C@H]23

=====

Winner for stability: version i

=====

Version i
DFT (ωB97M-V/def2-TZVPD) results for a single C6H8O2 molecule.

Last column: Mulliken charge in e.
Atoms and positions in Å:
C -1.89573 -0.20592 -0.32664  -0.60
O -1.38333 -1.45018 0.25140  -0.43
C 0.04393 -1.03705 0.13810  0.25
O 1.39666 -1.28754 0.37313  -0.44
C 1.92588 -0.25884 -0.39261  -0.54
C 0.88113 0.87788 0.07387  -0.09
C -0.79018 1.04637 0.00992  -0.71
C -0.06264 0.27622 0.96055  -0.32
H -2.85840 -0.25793 0.28919  0.28
H -2.27675 -0.24822 -1.41184  0.29
H -0.13524 -0.85450 -1.04273  0.23
H 2.86495 -0.07946 0.08635  0.30
H 2.47961 -0.56175 -1.32818  0.25
H 0.98762 1.98172 0.19231  0.36
H -1.15908 1.92128 0.13199  0.59
H -0.01843 0.13792 1.99519  0.58

Summary:
molecular weight: 112.128 g mol⁻¹
LUMO level: 1.1 eV
net charge: 0
HOMO: -9.349 eV
orbital gap: 10.406 eV
structure (SMILES): C1O[C@@H]2OC[C@H]3[C@@H]1[C@@H]23

=====

Version ii
DFT (ωB97M-V/def2-TZVPD) results for 2 unconnected molecules or ions with the total composition C6H8O2.

Last column: Mulliken charge in e.
Atoms and positions in Å:
C -1.12880 -0.42094 0.30084  0.68
C -0.71787 1.16989 0.20511  -0.44
C 0.79048 1.28698 -0.38669  -0.66
C 1.89740 0.38166 -0.20317  -0.61
C 1.24840 -0.88922 0.36876  0.44
C 0.00553 -0.96227 -0.27001  -0.87
H -2.39706 -1.69441 -1.04647  0.37
H -1.58975 -0.65019 1.44455  0.20
H -0.47979 1.78769 1.26422  0.27
H -1.65475 1.48137 -0.42579  0.29
H 1.14611 2.20899 -0.43008  0.49
H 2.87450 0.68196 -0.55800  0.41
H 1.07397 -1.16245 1.53683  0.24
H 0.19206 -0.57412 -1.34465  0.32
O -2.39802 -0.60636 -0.31001  -0.64
O 1.13758 -2.03858 -0.14544  -0.47

Summary:
molecular weight: 112.128 g mol⁻¹
LUMO level: 0.3 eV
net charge: 0
HOMO: -8.943 eV
orbital gap: 9.210 eV

=====

Winner for stability: version i